[1]
Molecular formula: C24H55AlN3O
Method: DFT, wB97M-V/def2-TZVPD

Computed properties:
Net charge: +5
Gap between HOMO and LUMO in eV: 1.519

Each line ends with the Löwdin charge.
Positions of all 84 atoms, in Å:
Al (0.66328, 3.79514, -2.56304)  1.19
O (0.50075, 2.06166, -0.47829)  -0.23
H (0.06946, 1.37551, 0.06341)  -0.04
C (-4.92390, 6.49437, 1.95759)  0.01
C (-4.16260, 5.17637, 2.16407)  -0.14
C (-2.58733, 5.32237, 2.15873)  -0.05
N (-1.83711, 4.06199, 2.65170)  -0.26
C (-2.06127, 2.92881, 1.66909)  0.00
C (-2.27303, 3.58924, 4.02205)  -0.10
C (-1.08976, 2.81624, 4.66352)  -0.08
C (0.12517, 3.21907, 3.74675)  -0.11
C (-0.32961, 4.32093, 2.75563)  -0.04
H (-5.94065, 6.15343, 1.67449)  0.15
H (-4.76643, 7.18116, 1.10352)  0.14
H (-4.98871, 7.20399, 2.78508)  0.12
H (-4.47618, 4.40605, 1.46280)  0.11
H (-4.33835, 4.86528, 3.19809)  0.13
H (-2.40052, 6.06808, 2.93168)  0.15
H (-2.15439, 5.63498, 1.21025)  0.14
H (-1.27026, 2.19484, 1.80114)  0.08
H (-2.00568, 3.23381, 0.62110)  0.10
H (-3.07663, 2.54768, 1.75181)  0.10
H (-3.23787, 3.08430, 3.96173)  0.14
H (-2.54007, 4.44889, 4.64088)  0.15
H (-1.26627, 1.75149, 4.54385)  0.12
H (-1.05339, 3.25336, 5.65587)  0.13
H (0.39361, 2.33375, 3.16957)  0.10
H (0.84412, 3.50192, 4.51165)  0.14
H (0.10477, 4.25115, 1.76579)  0.13
H (-0.22878, 5.18995, 3.40789)  0.16
C (-0.65899, -4.17779, -3.09195)  -0.04
C (-0.79426, -2.72920, -2.55449)  -0.23
C (-1.81272, -2.66995, -1.44709)  -0.08
N (-2.32901, -1.22380, -1.09186)  -0.25
C (-1.29802, -0.40422, -0.40448)  -0.01
C (-3.55947, -1.39576, -0.16544)  -0.09
C (-4.33232, -0.12045, -0.26775)  -0.14
C (-4.09456, 0.35249, -1.70118)  -0.11
C (-2.96584, -0.53292, -2.29145)  -0.07
H (-1.67111, -4.57455, -2.99558)  0.09
H (0.04962, -4.76009, -2.50959)  0.06
H (-0.44109, -4.20988, -4.15702)  0.10
H (-1.01676, -2.06582, -3.39623)  0.12
H (0.16344, -2.30419, -2.22140)  0.09
H (-1.39709, -2.98964, -0.49132)  0.14
H (-2.75997, -3.15413, -1.67362)  0.14
H (-1.73225, 0.55265, -0.11690)  0.08
H (-0.55442, -0.25826, -1.19018)  0.09
H (-0.80940, -0.94335, 0.40554)  0.13
H (-3.20788, -1.76283, 0.80092)  0.15
H (-4.11936, -2.26341, -0.52277)  0.15
H (-3.89187, 0.57314, 0.45379)  0.09
H (-5.34935, -0.31819, 0.06858)  0.15
H (-3.71176, 1.36486, -1.56403)  0.10
H (-4.95473, 0.35792, -2.36556)  0.14
H (-2.21916, 0.09140, -2.77740)  0.13
H (-3.39278, -1.25504, -2.98361)  0.15
C (2.70151, -5.34089, -2.96282)  -0.03
C (2.95903, -4.38497, -1.82734)  -0.20
C (3.75048, -3.12081, -2.23297)  -0.09
N (4.56538, -2.50319, -1.08105)  -0.26
C (3.57124, -1.86848, -0.11421)  0.02
C (5.53349, -1.46308, -1.51795)  -0.09
C (6.58464, -1.41225, -0.40686)  -0.12
C (6.82204, -2.85305, -0.10148)  -0.10
C (5.46910, -3.55718, -0.29674)  -0.01
H (2.61240, -4.78075, -3.89973)  0.11
H (1.93903, -6.11374, -2.87689)  0.11
H (3.66187, -5.87223, -3.11669)  0.14
H (3.41226, -4.96088, -1.00991)  0.14
H (2.00810, -4.05274, -1.37685)  0.12
H (3.14223, -2.41927, -2.80517)  0.14
H (4.61236, -3.26715, -2.89189)  0.14
H (4.14546, -1.44748, 0.70737)  0.11
H (2.75724, -2.51318, 0.21014)  0.10
H (3.09172, -1.09080, -0.71071)  0.10
H (4.96751, -0.54033, -1.63125)  0.14
H (6.10280, -1.79610, -2.38825)  0.16
H (6.18642, -0.98710, 0.52774)  0.14
H (7.45524, -0.80584, -0.64982)  0.15
H (7.19620, -3.02619, 0.90981)  0.15
H (7.53570, -3.29923, -0.80277)  0.16
H (4.86676, -3.77288, 0.58082)  0.14
H (5.51853, -4.39497, -0.99091)  0.14

---

[2]
Molecular formula: C5H19N3O2
Method: DFT, wB97M-V/def2-TZVPD

Computed properties:
Net charge: +1
Gap between HOMO and LUMO (spin up / spin down) in eV: 10.783 / 4.277
Relative energy (zero: lowest compared OMol25 entry of this formula, charge and spin) in kcal per mole: 98.2
Multiplicity: 2

Each line ends with the natural charge from an NBO analysis.
Positions of all 29 atoms, in Å:
C (2.01729, -0.12382, -0.00126)  -0.27
N (0.73309, -0.59274, -0.64981)  -0.58
C (0.28864, 0.40092, -1.63918)  -0.25
C (-1.16959, 0.32090, -1.77660)  -0.43
C (-2.08402, 1.28510, -0.95642)  -0.23
N (-2.19293, 0.93702, 0.44967)  -0.57
C (2.07232, 0.39311, 1.43064)  -0.25
N (1.09581, 1.54252, 1.83746)  -0.65
H (2.75060, -0.99239, -0.18426)  0.26
H (2.32607, 0.83177, -0.42516)  0.22
H (-0.10072, -0.83682, -0.01720)  0.36
H (0.64364, 1.42585, -1.42768)  0.20
H (0.63916, 0.20413, -2.65729)  0.25
H (-1.46028, 0.51899, -2.84596)  0.26
H (-1.50176, -0.79399, -1.59647)  0.22
H (-3.00825, 1.37285, -1.36486)  0.24
H (-1.65534, 2.40106, -0.98799)  0.21
H (-2.02274, 0.04831, 0.50150)  0.33
H (-1.52234, 1.30201, 1.25175)  0.38
H (1.93194, -0.29302, 2.30684)  0.24
H (3.09185, 0.90029, 1.71092)  0.27
H (0.81129, 2.13903, 1.21217)  0.36
H (0.93155, 1.86734, 2.79317)  0.41
H (1.14472, -2.49861, -1.22741)  0.46
H (0.28456, -3.40258, -0.57740)  0.45
O (0.87999, -3.35529, -1.29157)  -0.90
H (-1.41055, -2.16934, 1.55245)  0.45
H (-1.69149, -0.95687, 2.23357)  0.44
O (-1.82254, -1.87575, 2.34635)  -0.88

---

[3]
Molecular formula: C18H36NO7S
Method: DFT, wB97M-V/def2-TZVPD

Computed properties:
Net charge: -1
Gap between HOMO and LUMO in eV: 7.558

Each line ends with the natural charge from an NBO analysis.
Positions of all 63 atoms, in Å:
C (-5.17332, -1.30786, 1.99334)  -0.72
C (-4.09943, -2.44632, 2.01645)  0.71
O (-3.14929, -2.27047, 2.74813)  -0.57
N (-4.22547, -3.66824, 1.26547)  -0.69
C (-3.49108, -3.60234, -0.04408)  -0.22
C (-3.92057, -2.39046, -0.94359)  -0.44
C (-2.79937, -1.31258, -1.23192)  -0.42
C (-1.76941, -1.07464, -0.07982)  -0.66
S (-0.63240, 0.28400, -0.64014)  2.31
O (-0.55256, 1.22359, 0.51158)  -1.05
O (-1.17974, 1.00528, -1.80551)  -1.02
O (0.78759, -0.26527, -0.86378)  -1.04
H (-5.50956, -1.02645, 3.01168)  0.24
H (-4.75356, -0.43858, 1.43610)  0.25
H (-6.03653, -1.70753, 1.40296)  0.22
H (-3.73513, -4.37247, 1.82605)  0.37
H (-2.39379, -3.70302, 0.11266)  0.19
H (-3.80793, -4.53018, -0.59124)  0.19
H (-4.21108, -2.80868, -1.94340)  0.21
H (-4.83091, -1.85841, -0.57754)  0.22
H (-3.33580, -0.33813, -1.37426)  0.23
H (-2.30627, -1.51068, -2.21501)  0.22
H (-2.21230, -0.73462, 0.87615)  0.25
H (-1.11909, -1.97237, 0.01224)  0.23
C (2.95547, 1.59790, 0.86376)  -0.44
C (3.74779, 2.84571, 1.21833)  -0.43
C (5.06810, 2.59585, 0.50713)  -0.06
O (4.77278, 1.81270, -0.65052)  -0.56
C (3.41387, 1.33097, -0.55488)  -0.06
H (1.87566, 1.72241, 0.94376)  0.28
H (3.25351, 0.77040, 1.51575)  0.19
H (3.25772, 3.72811, 0.79616)  0.20
H (3.86555, 3.00179, 2.29203)  0.20
H (5.75643, 2.01877, 1.13809)  0.14
H (5.56562, 3.52211, 0.20636)  0.17
H (2.80940, 1.88610, -1.27687)  0.18
H (3.37889, 0.27413, -0.81410)  0.20
C (7.56522, -0.45773, 0.91385)  -0.43
C (8.77771, 0.42349, 1.15001)  -0.43
C (9.25339, -0.05611, 2.51079)  -0.07
O (8.89970, -1.44087, 2.60766)  -0.54
C (8.00665, -1.77112, 1.53429)  -0.07
H (7.29033, -0.55437, -0.13587)  0.23
H (6.70471, -0.05808, 1.45646)  0.21
H (9.54015, 0.21675, 0.39297)  0.20
H (8.55658, 1.49083, 1.12769)  0.22
H (8.74542, 0.47887, 3.32073)  0.16
H (10.33169, 0.05604, 2.64292)  0.17
H (8.55907, -2.38473, 0.81371)  0.16
H (7.17051, -2.35644, 1.91988)  0.19
C (-7.35599, 1.58711, -3.06469)  -0.43
C (-6.15141, 2.47356, -2.80248)  -0.43
C (-5.68903, 1.97992, -1.44370)  -0.07
O (-6.03622, 0.58956, -1.36958)  -0.54
C (-6.91154, 0.26849, -2.45540)  -0.07
H (-7.61792, 1.50139, -4.11983)  0.21
H (-8.22682, 1.97380, -2.52656)  0.19
H (-5.37914, 2.28151, -3.55225)  0.21
H (-6.37858, 3.53975, -2.81312)  0.21
H (-6.20989, 2.50084, -0.63252)  0.16
H (-4.61379, 2.09683, -1.29793)  0.21
H (-6.34626, -0.33113, -3.17765)  0.17
H (-7.74830, -0.32868, -2.08689)  0.18

---

[4]
Molecular formula: C4H8N3O
Method: DFT, wB97M-V/def2-TZVPD

Computed properties:
Net charge: +1
Gap between HOMO and LUMO in eV: 10.087
Relative energy (zero: lowest compared OMol25 entry of this formula, charge and spin) in kcal per mole: 34.8

Each line ends with the natural charge from an NBO analysis.
Positions of all 16 atoms, in Å:
C (1.67106, -2.07156, -0.11412)  -0.31
C (0.65589, -1.21235, -0.59020)  0.13
C (2.11995, -1.76066, 1.18270)  0.17
C (0.59306, -0.03213, 1.39101)  0.75
N (1.62612, -0.74841, 1.86057)  -0.48
N (-1.47107, 1.55563, -0.85121)  -1.10
N (0.06989, -0.20728, 0.15497)  -0.51
O (0.20082, 0.98791, 2.09602)  -0.64
H (2.10586, -2.94450, -0.53296)  0.27
H (0.26445, -1.15855, -1.67880)  0.25
H (2.81777, -2.49638, 1.72168)  0.24
H (-2.40861, 1.23273, -1.32144)  0.41
H (-1.69602, 1.88336, 0.08937)  0.39
H (-0.57265, 0.44017, -0.28876)  0.45
H (-1.08188, 2.39396, -1.40952)  0.42
H (0.37072, 0.99498, 3.07192)  0.55

---

[5]
Molecular formula: C4H7NS2
Method: DFT, wB97M-V/def2-TZVPD

Computed properties:
Gap between HOMO and LUMO in eV: 8.923
SMILES: C[C@H]1S[C@@H]1C(N)=S
Relative energy (zero: lowest compared OMol25 entry of this formula, charge and spin) in kcal per mole: 1.4

Each line ends with the natural charge from an NBO analysis.
Positions of all 14 atoms, in Å:
C (-1.78826, 1.35936, 0.06683)  -0.62
C (-0.82716, 0.23765, 0.37195)  -0.27
C (0.22886, -0.08517, -0.59205)  -0.38
C (1.61138, -0.45415, -0.17721)  0.11
H (-1.93447, 1.61817, -0.99109)  0.22
H (-1.48106, 2.27714, 0.51643)  0.22
H (-2.77314, 1.14659, 0.48981)  0.22
H (-0.58859, 0.10848, 1.45570)  0.24
H (0.24710, 0.47322, -1.53594)  0.26
H (1.00889, -2.35979, 0.23675)  0.41
H (2.73988, -1.89796, 0.53358)  0.41
N (1.77450, -1.70208, 0.38889)  -0.78
S (-1.09208, -1.32788, -0.47213)  0.09
S (2.87415, 0.60642, -0.29151)  -0.14

---

[6]
Molecular formula: H22O11
Method: DFT, wB97M-V/def2-TZVPD

Computed properties:
Gap between HOMO and LUMO in eV: 9.329
Relative energy (zero: lowest compared OMol25 entry of this formula, charge and spin) in kcal per mole: 149.8

Each line ends with the natural charge from an NBO analysis.
Positions of all 33 atoms, in Å:
H (0.08010, -0.85602, -0.88889)  0.48
H (1.00948, 0.20380, -1.45730)  0.47
H (2.75059, -2.10838, 0.61172)  0.47
H (1.48446, -2.90735, 0.87365)  0.48
H (3.47931, 1.90446, 1.85478)  0.47
H (4.23808, 0.61115, 2.10309)  0.46
H (0.88431, 3.42869, 1.85940)  0.47
H (0.18232, 3.02288, 0.57388)  0.47
H (1.29632, -1.53809, 3.76511)  0.44
H (0.86570, -0.74019, 2.54529)  0.47
H (-1.88530, -4.42398, -2.60620)  0.46
H (-0.62343, -3.63672, -2.91919)  0.48
H (0.52330, -4.12909, 2.41727)  0.43
H (1.10272, -3.19251, 3.46471)  0.46
H (-2.19446, 3.11028, 1.97462)  0.46
H (-2.34122, 2.55706, 0.56663)  0.48
H (-3.94395, -2.02027, -2.42091)  0.46
H (-3.15601, -2.69051, -1.30737)  0.47
H (-0.86113, 0.58546, -4.17701)  0.46
H (-0.59384, 2.05515, -4.45740)  0.46
H (-0.71452, 5.73736, -1.32936)  0.47
H (-0.58159, 4.47540, -0.49280)  0.46
O (0.19028, 0.09883, -0.96043)  -0.95
O (1.90658, -2.34744, 0.21236)  -0.95
O (3.79414, 1.11038, 1.40834)  -0.93
O (0.99505, 3.42390, 0.90195)  -0.94
O (0.93819, -1.64247, 2.87638)  -0.91
O (-1.45098, -3.58217, -2.42810)  -0.94
O (0.39552, -3.25971, 2.81330)  -0.89
O (-2.45182, 2.31591, 1.49324)  -0.93
O (-3.37848, -1.82377, -1.66551)  -0.93
O (-1.06098, 1.47000, -3.85046)  -0.93
O (-0.87877, 4.78796, -1.35477)  -0.93

---

[7]
Molecular formula: C11H19AlClINO4
Method: DFT, wB97M-V/def2-TZVPD

Computed properties:
Net charge: -1
Gap between HOMO and LUMO in eV: 7.900
Relative energy (zero: lowest compared OMol25 entry of this formula, charge and spin) in kcal per mole: 0.0

Each line ends with the natural charge from an NBO analysis.
Positions of all 38 atoms, in Å:
C (4.68979, -1.79788, 0.88147)  -0.62
C (3.73607, -0.70326, 0.43390)  -0.07
O (3.93389, -0.45978, -0.95528)  -0.55
C (2.74973, -0.22425, -1.68701)  -0.07
C (1.97367, 0.99939, -1.22464)  -0.08
O (0.82493, 1.11362, -2.03071)  -0.57
C (-0.26228, 1.77862, -1.34242)  -0.65
Al (-1.25248, 0.65086, -0.00163)  1.77
C (-1.44293, 1.64883, 1.76831)  -1.09
C (-0.18956, 2.13016, 2.36061)  0.61
O (0.69458, 2.74477, 1.86130)  -0.55
Cl (0.03812, 1.63473, 4.11186)  -0.18
C (-3.11687, 0.25780, -0.65379)  -1.04
C (-3.67023, -1.16089, -0.60463)  -0.25
C (-5.11767, -1.31083, -1.09991)  -0.64
I (-3.51474, -1.91376, 1.42072)  0.02
O (-0.32278, -0.92281, 0.24007)  -0.84
C (0.10918, -1.30469, 1.35907)  0.57
N (0.55492, -1.65078, 2.37100)  -0.55
H (5.66236, -1.66224, 0.40206)  0.20
H (4.30734, -2.78586, 0.61366)  0.20
H (4.81249, -1.76983, 1.96735)  0.21
H (3.91935, 0.21982, 0.99705)  0.17
H (2.70348, -1.00766, 0.62631)  0.19
H (2.08415, -1.09920, -1.66268)  0.17
H (3.06121, -0.06701, -2.72366)  0.18
H (2.60004, 1.89930, -1.32920)  0.16
H (1.70332, 0.91816, -0.16323)  0.18
H (0.11551, 2.71441, -0.90120)  0.18
H (-0.96341, 2.07761, -2.13393)  0.18
H (-2.01519, 1.04806, 2.47423)  0.26
H (-2.03096, 2.53028, 1.48221)  0.25
H (-3.82591, 0.90614, -0.11516)  0.21
H (-3.16441, 0.56543, -1.71217)  0.22
H (-3.02634, -1.81796, -1.19057)  0.21
H (-5.75988, -1.84524, -0.39900)  0.22
H (-5.14007, -1.85728, -2.04657)  0.21
H (-5.55228, -0.31944, -1.25287)  0.21

---

[8]
Molecular formula: C6H6N
Method: DFT, wB97M-V/def2-TZVPD

Computed properties:
Net charge: +1
Gap between HOMO and LUMO in eV: 9.377
SMILES: C1=CC=[N+]=CC=C1
Relative energy (zero: lowest compared OMol25 entry of this formula, charge and spin) in kcal per mole: 9.0

Each line ends with the natural charge from an NBO analysis.
Positions of all 13 atoms, in Å:
C (-0.48628, 0.88895, 0.84681)  -0.16
C (-0.14470, -0.21926, 1.50764)  -0.20
C (-0.04067, -0.87906, -1.29528)  0.23
C (-0.07186, 1.34176, -0.45752)  -0.10
C (0.71831, -1.27807, 0.94071)  0.19
C (0.18614, 0.53269, -1.53258)  -0.16
N (0.49543, -1.43278, -0.29414)  -0.27
H (-1.07160, 1.49437, 1.52291)  0.26
H (-0.59937, -0.24165, 2.50097)  0.26
H (-0.58131, -1.38165, -1.95808)  0.22
H (-0.16171, 2.31240, -0.72707)  0.24
H (1.36432, -1.98108, 1.38794)  0.25
H (0.39329, 0.84337, -2.44231)  0.24

---

Repeat the seventh record exactly.
Molecular formula: C11H19AlClINO4
Method: DFT, wB97M-V/def2-TZVPD

Computed properties:
Net charge: -1
Gap between HOMO and LUMO in eV: 7.900
Relative energy (zero: lowest compared OMol25 entry of this formula, charge and spin) in kcal per mole: 0.0

Each line ends with the natural charge from an NBO analysis.
Positions of all 38 atoms, in Å:
C (4.68979, -1.79788, 0.88147)  -0.62
C (3.73607, -0.70326, 0.43390)  -0.07
O (3.93389, -0.45978, -0.95528)  -0.55
C (2.74973, -0.22425, -1.68701)  -0.07
C (1.97367, 0.99939, -1.22464)  -0.08
O (0.82493, 1.11362, -2.03071)  -0.57
C (-0.26228, 1.77862, -1.34242)  -0.65
Al (-1.25248, 0.65086, -0.00163)  1.77
C (-1.44293, 1.64883, 1.76831)  -1.09
C (-0.18956, 2.13016, 2.36061)  0.61
O (0.69458, 2.74477, 1.86130)  -0.55
Cl (0.03812, 1.63473, 4.11186)  -0.18
C (-3.11687, 0.25780, -0.65379)  -1.04
C (-3.67023, -1.16089, -0.60463)  -0.25
C (-5.11767, -1.31083, -1.09991)  -0.64
I (-3.51474, -1.91376, 1.42072)  0.02
O (-0.32278, -0.92281, 0.24007)  -0.84
C (0.10918, -1.30469, 1.35907)  0.57
N (0.55492, -1.65078, 2.37100)  -0.55
H (5.66236, -1.66224, 0.40206)  0.20
H (4.30734, -2.78586, 0.61366)  0.20
H (4.81249, -1.76983, 1.96735)  0.21
H (3.91935, 0.21982, 0.99705)  0.17
H (2.70348, -1.00766, 0.62631)  0.19
H (2.08415, -1.09920, -1.66268)  0.17
H (3.06121, -0.06701, -2.72366)  0.18
H (2.60004, 1.89930, -1.32920)  0.16
H (1.70332, 0.91816, -0.16323)  0.18
H (0.11551, 2.71441, -0.90120)  0.18
H (-0.96341, 2.07761, -2.13393)  0.18
H (-2.01519, 1.04806, 2.47423)  0.26
H (-2.03096, 2.53028, 1.48221)  0.25
H (-3.82591, 0.90614, -0.11516)  0.21
H (-3.16441, 0.56543, -1.71217)  0.22
H (-3.02634, -1.81796, -1.19057)  0.21
H (-5.75988, -1.84524, -0.39900)  0.22
H (-5.14007, -1.85728, -2.04657)  0.21
H (-5.55228, -0.31944, -1.25287)  0.21